Record 1
C9H15N2P as an isolated structure in a non-equilibrium geometry. Source: the OMol25 dataset; level of theory: ωB97M-V/def2-TZVPD.

Positions of all 27 atoms, in Å:
C  -1.34  -0.93  1.81
C  2.06  -0.48  -0.18
C  -0.44  -1.04  0.85
C  -2.60  -0.05  1.77
C  -2.22  1.26  0.96
C  -1.86  1.00  -0.52
C  -0.50  0.20  -0.75
C  2.66  -2.73  0.22
C  1.69  1.88  -1.53
N  0.55  -1.91  0.80
N  1.65  -1.65  0.25
P  0.97  1.00  -0.06
H  -1.44  -1.47  2.75
H  3.03  -0.35  -0.64
H  -3.44  -0.60  1.36
H  -2.78  0.22  2.73
H  -2.95  2.14  0.85
H  -1.28  1.63  1.49
H  -2.57  0.29  -1.06
H  -1.72  1.97  -0.92
H  -0.39  -0.32  -1.71
H  3.05  -2.98  1.25
H  3.33  -2.38  -0.50
H  2.21  -3.57  -0.17
H  1.70  1.18  -2.27
H  2.78  2.15  -1.19
H  1.11  2.74  -1.87

The value obtained for the LUMO energy (spin up / spin down) is 0.664 / 0.664 eV. The total energy comes out at -802.603566 hartree. Its max |F| is 4.69 eV/Å. The HOMO-LUMO gap (spin up / spin down) is 7.56 / 7.56 eV. For the energy above the lowest of the compared OMol25 structures with the same formula, charge and spin, the calculation gives 64.94 kcal/mol.

Mulliken population analysis, charges in e, atoms 1 to 5: number 1, C, carries -0.3646; number 2, C, carries -0.1275; number 3, C, carries 0.2195; number 4, C, carries -0.8610; number 5, C, carries -0.5404

---

Record 2
A 2-piece molecular cluster, CH3FOS overall in a non-equilibrium geometry. Source: the OMol25 dataset; level of theory: ωB97M-V/def2-TZVPD.

Positions of all 7 atoms, in Å:
C  0.09  -1.06  -0.13
O  0.85  -0.06  0.26
F  -3.73  0.24  0.90
S  -2.78  -0.13  -0.44
H  0.46  -1.79  -0.96
H  -0.71  -1.44  0.57
H  1.58  0.16  -0.39

The value obtained for the LUMO energy (spin up / spin down) is -1.787 / -1.780 eV. The total energy comes out at -613.027660 hartree. Its max |F| is 2.22 eV/Å. The HOMO-LUMO gap (spin up / spin down) is 6.01 / 6.03 eV. For the energy above the lowest of the compared OMol25 structures with the same formula, charge and spin, the calculation gives 95.82 kcal/mol.

Mulliken population analysis, charges in e, atoms 1 to 5: number 1, C, carries -0.2917; number 2, O, carries -0.3590; number 3, F, carries -0.2718; number 4, S, carries -0.1249; number 5, H, carries 0.2481

---

> Which of these has the lowest total energy?

C9H15N2P

---

> Among the records above, which one has the lowest max |F|?

CH3FOS

---

> Among the records above, which one has the highest energy above the lowest of the compared OMol25 structures with the same formula, charge and spin?

CH3FOS

---

> The lowest max |F| belongs to which entry?

CH3FOS